{
  "formula": "C10H18N2O5",
  "method": "ωB97M-V/def2-TZVPD",
  "species": ["C", "C", "C", "C", "C", "N", "C", "O", "C", "N", "C", "C", "O", "O", "C", "O", "O", "H", "H", "H", "H", "H", "H", "H", "H", "H", "H", "H", "H", "H", "H", "H", "H", "H", "H"],
  "positions_angstrom": [[3.6735, 0.0394, 1.7175], [2.9073, 0.2047, 0.2948], [3.7125, 0.0199, -1.0640], [1.6874, -0.6840, 0.3729], [0.6751, -0.7838, -0.7393], [-0.2209, 0.4370, -0.7947], [-1.0854, 0.4381, 0.2200], [-0.8919, -0.2727, 1.2274], [-2.2049, 1.4839, 0.0985], [-1.9150, 2.6132, -0.6944], [-3.4334, 0.7059, -0.4108], [-3.6603, -0.5317, 0.4369], [-3.9546, -1.6594, 0.0104], [-3.4956, -0.4637, 1.8052], [-0.4784, -1.9307, -0.6146], [-0.3133, -2.9581, 0.0099], [-1.5464, -1.7159, -1.4489], [3.2591, 0.7149, 2.4333], [4.6197, 0.5037, 1.4872], [3.8055, -1.0478, 2.0166], [2.4405, 1.2572, 0.3456], [4.1467, -0.9607, -1.0404], [4.4847, 0.7215, -0.9879], [2.9737, 0.2337, -1.8611], [1.1794, -0.5864, 1.3739], [2.0642, -1.7974, 0.3819], [1.2495, -0.7464, -1.8029], [-0.3462, 0.7650, -1.6632], [-2.4414, 1.7560, 1.1690], [-2.6502, 3.3194, -0.6828], [-0.9996, 3.1608, -0.6009], [-4.2459, 1.3409, -0.3098], [-3.3280, 0.4275, -1.4738], [-3.5762, -1.5622, 1.9801], [-2.0912, -2.4417, -1.1916]],
  "smiles": "CC(C)C[C@H](NC(=O)[C@@H](N)CC(=O)O)C(=O)O",
  "de_lowest_ev": 3.406,
  "largest_force_ev_per_a": 5.09,
  "homo_lumo_gap_ha": 0.37814,
  "e_homo_ev": -9.714,
  "energy_ev": -23878.384
}

---

{
  "formula": "C33H84N6O11",
  "method": "ωB97M-V/def2-TZVPD",
  "species": ["N", "O", "O", "O", "C", "O", "C", "C", "N", "H", "H", "C", "C", "O", "C", "H", "H", "H", "H", "H", "H", "H", "H", "H", "H", "H", "H", "H", "H", "C", "O", "C", "C", "N", "H", "H", "C", "C", "O", "C", "H", "H", "H", "H", "H", "H", "H", "H", "H", "H", "H", "H", "H", "H", "C", "O", "C", "C", "N", "H", "H", "C", "C", "O", "C", "H", "H", "H", "H", "H", "H", "H", "H", "H", "H", "H", "H", "H", "H", "C", "O", "C", "C", "N", "H", "H", "C", "C", "O", "C", "H", "H", "H", "H", "H", "H", "H", "H", "H", "H", "H", "H", "H", "H", "C", "C", "C", "N", "C", "C", "C", "C", "C", "C", "H", "H", "H", "H", "H", "H", "H", "H", "H", "H", "H", "H", "H", "H", "H", "H", "H", "H", "H", "H"],
  "positions_angstrom": [[-36.9575, -3.7391, -28.1518], [-37.5817, -4.7013, -28.6482], [-37.4459, -3.0869, -27.1978], [-35.8283, -3.4122, -28.5778], [-38.2489, -10.1561, -23.4759], [-37.2953, -9.3264, -22.8209], [-36.2455, -10.1002, -22.2499], [-35.2569, -9.1493, -21.6112], [-35.2041, -7.8322, -22.3769], [-35.2842, -8.0443, -23.3747], [-36.0150, -7.2521, -22.1646], [-33.9700, -7.0207, -22.1023], [-34.0750, -5.6605, -22.7743], [-34.4422, -5.8270, -24.1568], [-34.6658, -4.6017, -24.7999], [-37.8843, -10.6409, -24.3861], [-39.0992, -9.5136, -23.6933], [-38.5742, -10.9557, -22.8046], [-35.7169, -10.6399, -23.0447], [-36.6860, -10.8267, -21.5661], [-34.2266, -9.4977, -21.5928], [-35.4992, -8.8425, -20.5936], [-33.1078, -7.5344, -22.5261], [-33.8744, -6.9843, -21.0196], [-33.0722, -5.2311, -22.7652], [-34.8641, -5.0520, -22.3241], [-33.8864, -4.3553, -25.5358], [-34.7478, -3.6519, -24.2627], [-35.5150, -4.5922, -25.4960], [-41.1532, -6.4555, -30.3575], [-40.2585, -6.6800, -31.4458], [-39.0748, -5.9165, -31.4596], [-39.2286, -4.4440, -31.1184], [-40.1581, -3.7586, -32.0701], [-39.7684, -3.8797, -33.0097], [-41.1148, -4.1154, -32.1215], [-40.1479, -2.2460, -31.9906], [-41.0223, -1.6679, -30.8649], [-41.0598, -2.5095, -29.7431], [-39.9657, -2.2874, -28.8116], [-41.9551, -7.1820, -30.3727], [-41.4670, -5.4079, -30.3928], [-40.6068, -6.5492, -29.4076], [-38.7132, -6.0936, -32.4730], [-38.3218, -6.3246, -30.7778], [-38.2555, -3.9623, -31.1879], [-39.6195, -4.3068, -30.1156], [-40.4644, -1.8906, -32.9735], [-39.1057, -1.9170, -31.9762], [-41.9983, -1.6380, -31.3530], [-40.7474, -0.6568, -30.5725], [-40.2534, -1.3371, -28.3600], [-39.0243, -2.2252, -29.3528], [-39.9515, -3.1031, -28.0986], [-38.1058, 0.7802, -30.4922], [-37.7066, -0.0651, -29.4338], [-37.6798, 0.6599, -28.2255], [-36.9054, 0.0567, -27.0707], [-35.5128, -0.4244, -27.4407], [-35.0444, -0.8792, -26.6568], [-35.5828, -1.2104, -28.1100], [-34.6081, 0.6652, -27.9871], [-33.3195, 0.1206, -28.5583], [-33.6210, -0.5773, -29.7281], [-32.5169, -1.2019, -30.3412], [-38.1427, 0.2701, -31.4601], [-37.4666, 1.6452, -30.6665], [-39.1663, 1.0315, -30.3736], [-38.7029, 0.6965, -27.8292], [-37.3711, 1.6909, -28.4102], [-37.4045, -0.8383, -26.7088], [-36.8748, 0.8518, -26.3288], [-34.3735, 1.3333, -27.1600], [-35.1976, 1.1919, -28.7336], [-32.8841, -0.5228, -27.7809], [-32.6704, 0.9848, -28.7235], [-31.6159, -1.3079, -29.7296], [-32.2146, -0.7762, -31.2976], [-32.7537, -2.2485, -30.5620], [-40.4669, -0.6541, -22.9240], [-40.2154, -1.8599, -23.6135], [-38.8646, -2.2687, -23.5972], [-38.8685, -3.5767, -24.3830], [-39.9161, -4.4663, -23.7513], [-39.4580, -4.5748, -22.8420], [-40.7988, -3.9687, -23.5654], [-40.1678, -5.7032, -24.5382], [-41.2586, -6.5410, -23.8607], [-42.3927, -5.7068, -23.9203], [-43.6107, -6.4242, -23.8012], [-40.1409, -0.5638, -21.8809], [-41.5335, -0.4558, -22.9482], [-39.9313, 0.1926, -23.3754], [-38.4883, -2.5237, -22.5964], [-38.3113, -1.4437, -24.0475], [-37.9277, -4.1227, -24.3870], [-39.1773, -3.3934, -25.4115], [-39.2472, -6.2796, -24.5511], [-40.6214, -5.3780, -25.4708], [-41.0596, -6.7396, -22.8008], [-41.2750, -7.5263, -24.3346], [-43.8438, -6.9562, -24.7305], [-44.4537, -5.7374, -23.7220], [-43.7067, -7.1256, -22.9711], [-32.8821, -5.4672, -29.3439], [-33.3875, -6.8001, -28.8279], [-34.8780, -6.9795, -29.1516], [-35.6558, -7.8523, -28.1798], [-35.8120, -7.0857, -26.8616], [-36.9388, -7.6343, -25.9901], [-38.2440, -7.8161, -26.7341], [-38.0514, -8.6164, -28.0113], [-36.9925, -7.9987, -28.8727], [-35.0431, -9.2095, -27.9990], [-31.8202, -5.3572, -29.1374], [-33.4439, -4.6552, -28.8762], [-33.0509, -5.3916, -30.4188], [-33.2314, -6.9257, -27.7533], [-32.8665, -7.6298, -29.3112], [-35.0448, -7.3324, -30.1693], [-35.3931, -6.0143, -29.1353], [-36.0783, -6.0632, -27.1362], [-34.8281, -7.0429, -26.4030], [-37.1078, -6.9124, -25.1831], [-36.6244, -8.5569, -25.4904], [-38.7838, -6.8719, -26.8430], [-38.9326, -8.3702, -26.0860], [-39.0011, -8.5779, -28.5572], [-38.0033, -9.7005, -27.8770], [-37.3164, -6.9671, -29.0451], [-36.9169, -8.4559, -29.8570], [-34.9452, -9.6768, -28.9740], [-35.6531, -9.7407, -27.2752], [-34.0468, -9.1127, -27.5695]],
  "de_lowest_ev": 1.658,
  "largest_force_ev_per_a": 2.80,
  "homo_lumo_gap_ha": 0.32508,
  "e_homo_ev": -17.732,
  "energy_ev": -67003.630,
  "charge": 4
}